(1)
This record from the Open Molecules 2025 dataset describes the molecule C4H7FOS. The level of theory is wB97M-V/def2-TZVPD.

```
14
C4H7FOS | the Open Molecules 2025 dataset | wB97M-V/def2-TZVPD
C 0.71 0.59 -0.77
C -0.33 0.08 -0.14
C -1.64 0.82 -0.18
C -0.27 -1.22 0.48
O 2.80 -1.53 -0.23
F 2.59 1.00 1.04
S 2.50 0.34 -0.46
H 0.67 1.61 -1.22
H -2.01 1.28 -1.11
H -1.60 1.68 0.38
H -2.37 0.24 0.38
H -1.06 -1.91 -0.02
H 0.64 -1.76 0.40
H -0.63 -1.22 1.44
```

Output
Frontier orbital gap, eV: 9.2


(2)
This record from the Open Molecules 2025 dataset describes a structure of composition C3H6N4O. The level of theory is wB97M-V/def2-TZVPD.

```
14
C3H6N4O | the Open Molecules 2025 dataset | wB97M-V/def2-TZVPD
C 1.26 -0.09 0.10
C -1.11 0.11 0.52
C -2.41 -0.64 0.15
H 2.02 -2.31 0.26
H 3.23 -1.00 -0.44
H 2.57 1.31 -0.55
H -2.07 1.93 0.29
H -0.22 2.05 -0.28
H -2.16 -1.65 0.03
N 2.29 -1.12 -0.24
N 1.48 1.17 -0.21
N -0.07 -0.72 0.64
N -1.10 1.47 0.22
O -3.73 -0.51 -0.49
```

Output
Frontier orbital gap, eV: 8.5


(3)
This record from the Open Molecules 2025 dataset describes a structure of composition C3H9N3. The level of theory is wB97M-V/def2-TZVPD.

```
15
C3H9N3 | the Open Molecules 2025 dataset | wB97M-V/def2-TZVPD
C -0.84 0.17 0.81
C -1.27 1.46 0.23
N 1.04 -0.44 -0.70
N 2.36 -0.65 -0.20
C -0.10 -0.95 0.24
N -1.34 -1.23 -0.34
H 0.92 0.52 -1.01
H -0.90 0.16 1.90
H 2.48 -1.65 -0.02
H 3.04 -0.41 -0.92
H -1.46 -0.71 -1.21
H 0.28 -1.70 0.93
H -2.28 1.72 0.58
H -1.30 1.45 -0.86
H -0.61 2.27 0.57
```

Output
Frontier orbital gap, eV: 8.5


(4)
This record from the Open Molecules 2025 dataset describes a cluster of 11 separate species, C18H52O14 in total. The level of theory is wB97M-V/def2-TZVPD.

```
84
C18H52O14 | the Open Molecules 2025 dataset | wB97M-V/def2-TZVPD
O -2.89 2.35 0.75
C -2.31 1.54 0.16
O -1.68 0.53 0.84
C -2.21 1.58 -1.34
C -0.97 0.87 -1.91
C 0.11 1.91 -2.23
C 0.80 2.32 -0.92
C 1.65 1.18 -0.28
O 2.95 1.78 -0.09
C 3.10 2.51 -1.24
O 3.93 2.39 -2.02
C 1.85 3.40 -1.24
H -0.94 0.89 1.34
H -3.13 1.14 -1.72
H -2.23 2.63 -1.60
H -1.24 0.33 -2.81
H -0.60 0.14 -1.21
H 0.87 1.52 -2.90
H -0.32 2.78 -2.69
H 0.07 2.79 -0.26
H 1.85 0.47 -1.08
H 1.24 0.70 0.59
H 1.94 4.21 -0.55
H 1.83 3.82 -2.25
C 2.34 0.43 -5.83
O 1.90 1.49 -4.99
H 1.50 0.09 -6.44
H 3.13 0.79 -6.49
H 2.70 -0.40 -5.22
H 2.65 1.77 -4.46
C -3.87 5.25 -0.54
O -3.70 5.05 -1.94
H -3.39 4.42 -0.03
H -3.40 6.18 -0.22
H -4.93 5.26 -0.28
H -4.13 5.79 -2.39
C -1.91 -0.16 4.25
O -2.53 1.08 3.91
H -1.84 -0.22 5.34
H -2.51 -0.99 3.89
H -0.91 -0.20 3.82
H -2.60 1.12 2.95
C -1.84 4.92 3.75
O -3.24 4.88 3.49
H -1.55 5.96 3.87
H -1.61 4.37 4.67
H -1.29 4.48 2.91
H -3.48 3.95 3.39
C 3.90 -1.52 -2.42
O 2.49 -1.47 -2.66
H 4.27 -0.50 -2.37
H 4.10 -2.03 -1.48
H 4.40 -2.04 -3.24
H 2.18 -2.39 -2.70
C 2.85 -4.27 0.14
O 4.11 -4.12 -0.53
H 2.56 -3.30 0.54
H 2.09 -4.61 -0.57
H 2.94 -4.98 0.95
H 4.36 -4.98 -0.88
C -0.75 0.60 -8.92
O -1.21 1.66 -8.08
H -1.59 0.26 -9.52
H 0.05 0.95 -9.57
H -0.39 -0.23 -8.30
H -0.46 1.96 -7.55
C -3.19 -1.60 8.41
O -2.12 -1.49 7.48
H -4.05 -2.01 7.89
H -2.92 -2.26 9.23
H -3.45 -0.61 8.81
H -1.36 -1.13 7.95
C 1.94 -4.64 4.17
O 2.99 -4.68 3.20
H 1.03 -5.01 3.70
H 2.19 -5.28 5.02
H 1.77 -3.62 4.51
H 3.78 -4.35 3.63
C -0.62 -6.94 1.86
O 0.43 -6.97 0.90
H -1.52 -7.31 1.39
H -0.37 -7.58 2.72
H -0.79 -5.92 2.20
H 1.22 -6.64 1.32
```

Output
SMILES: O=C(O)CCC[C@H]1COC(=O)C1.CO.CO.CO.CO.CO.CO.CO.CO.CO.CO
Frontier orbital gap, eV: 10.2


(5)
This record from the Open Molecules 2025 dataset describes the molecule C21H36N4O3. The level of theory is wB97M-V/def2-TZVPD.

```
64
C21H36N4O3 | the Open Molecules 2025 dataset | wB97M-V/def2-TZVPD
C -7.11 -0.37 1.16
C -5.95 0.56 1.49
C -4.76 0.33 0.57
C -3.61 1.28 0.89
N -2.45 1.06 0.04
C -1.50 0.11 0.34
N -1.67 -0.62 1.48
C -0.38 -0.06 -0.44
N 0.57 -1.06 -0.12
C 0.80 -2.10 -1.12
C -0.22 -3.24 -1.15
C -1.60 -2.79 -1.66
C -0.33 -3.94 0.20
C 1.42 -0.99 0.95
O 2.13 -1.93 1.24
C 1.41 0.28 1.77
C 1.98 1.51 1.04
C 3.44 1.42 0.58
C 4.39 0.97 1.70
C 5.84 1.07 1.22
C 6.05 0.21 -0.02
C 5.08 0.62 -1.13
C 3.64 0.52 -0.63
C -0.21 0.73 -1.64
O 0.71 0.67 -2.43
N -1.25 1.63 -1.86
C -2.36 1.85 -1.09
O -3.20 2.67 -1.37
H -7.95 -0.18 1.82
H -6.81 -1.41 1.27
H -7.44 -0.21 0.13
H -6.28 1.60 1.39
H -5.65 0.41 2.53
H -5.06 0.49 -0.47
H -4.43 -0.72 0.65
H -3.30 1.20 1.94
H -3.93 2.30 0.70
H -2.60 -0.78 1.83
H -1.03 -1.40 1.57
H 0.85 -1.62 -2.10
H 1.78 -2.52 -0.89
H 0.18 -3.96 -1.88
H -2.23 -3.66 -1.83
H -1.50 -2.25 -2.59
H -2.09 -2.15 -0.94
H -0.89 -3.34 0.91
H -0.86 -4.89 0.09
H 0.65 -4.13 0.61
H 2.00 0.08 2.66
H 0.39 0.52 2.09
H 1.37 1.74 0.16
H 1.89 2.36 1.73
H 3.73 2.44 0.29
H 4.25 1.59 2.58
H 4.18 -0.07 1.96
H 6.07 2.11 0.99
H 6.51 0.75 2.02
H 7.08 0.31 -0.37
H 5.88 -0.84 0.24
H 5.22 -0.02 -2.00
H 5.29 1.65 -1.43
H 2.95 0.80 -1.43
H 3.44 -0.52 -0.36
H -1.17 2.20 -2.69
```

Output
SMILES: CCCCn1c(N)c(N(CC(C)C)C(=O)CCC2CCCCC2)c(=O)[nH]c1=O
Frontier orbital gap, eV: 9.0


(6)
This record from the Open Molecules 2025 dataset describes the molecule C4H7NO2. The level of theory is wB97M-V/def2-TZVPD.

```
14
C4H7NO2 | the Open Molecules 2025 dataset | wB97M-V/def2-TZVPD
C 0.97 0.41 -1.44
C 0.32 0.05 -0.15
N 0.96 -0.17 0.94
O 2.33 -0.08 0.73
C -1.18 0.06 -0.07
C -1.89 -0.60 1.03
O -1.77 0.81 0.99
H 1.91 -0.14 -1.59
H 0.31 0.25 -2.30
H 1.21 1.47 -1.38
H 2.69 -0.17 1.61
H -1.68 0.19 -1.03
H -2.89 -0.99 0.86
H -1.29 -1.09 1.79
```

Output
SMILES: C/C(=N\O)[C@H]1CO1
Frontier orbital gap, eV: 10.4


(7)
This record from the Open Molecules 2025 dataset describes a structure of composition C21H14AlClIN5O9. The level of theory is wB97M-V/def2-TZVPD.

```
52
C21H14AlClIN5O9 | the Open Molecules 2025 dataset | wB97M-V/def2-TZVPD
Al -0.04 0.38 -0.45
C 3.21 -1.54 0.24
C 2.57 -0.55 1.14
N 1.42 0.07 0.93
C 1.21 0.93 1.97
C 2.24 0.84 2.85
N 3.09 -0.10 2.31
C 2.57 1.47 4.15
O 1.70 2.35 4.61
O 3.58 1.15 4.73
C 0.00 1.77 1.90
O -0.28 2.56 2.79
O -0.66 1.58 0.81
H 2.59 -1.66 -0.65
H 3.33 -2.50 0.73
H 4.19 -1.19 -0.08
H 3.95 -0.38 2.75
H 0.92 2.46 4.00
C -1.20 -1.08 3.93
C -1.44 -1.78 2.64
N -1.13 -1.35 1.43
C -1.55 -2.33 0.56
C -2.12 -3.37 1.25
N -2.04 -3.00 2.56
C -2.74 -4.67 0.92
O -2.83 -5.00 -0.35
O -3.14 -5.38 1.82
C -1.37 -2.14 -0.89
O -1.74 -2.98 -1.69
O -0.79 -1.03 -1.24
H -0.98 -0.03 3.75
H -0.37 -1.53 4.47
H -2.08 -1.14 4.57
H -2.39 -3.57 3.32
H -2.45 -4.28 -0.93
Cl -0.09 3.43 -6.58
C 0.34 2.60 -5.12
C 1.58 2.05 -4.99
C 1.96 1.38 -3.80
I 3.87 0.59 -3.63
C 1.08 1.25 -2.75
O 1.34 0.68 -1.59
C -0.22 1.81 -2.92
N -1.04 1.63 -1.85
C -2.24 2.16 -1.86
C -2.72 2.88 -2.97
C -1.92 3.04 -4.07
C -0.61 2.50 -4.07
H 2.28 2.14 -5.80
H -2.85 2.01 -0.98
H -3.72 3.29 -2.95
H -2.27 3.58 -4.94
```

Output
Frontier orbital gap, eV: 7.8


(8)
This record from the Open Molecules 2025 dataset describes the molecule C5H7NO. The level of theory is wB97M-V/def2-TZVPD.

```
14
C5H7NO | the Open Molecules 2025 dataset | wB97M-V/def2-TZVPD
C 2.43 0.01 -0.01
C 0.95 0.13 -0.05
C -0.06 -0.72 0.07
C -1.30 0.12 0.06
N -2.53 -0.43 -0.45
C -0.87 1.50 -0.33
O 0.46 1.44 -0.25
H 2.88 0.42 -0.91
H 2.72 -1.04 0.09
H 2.84 0.56 0.85
H 0.00 -1.79 0.21
H -2.94 -1.06 0.23
H -3.19 0.33 -0.61
H -1.39 0.54 1.11
```

Output
Frontier orbital gap, eV: 9.6